Density functional theory data (the ωB97M-V functional and the def2-TZVPD basis) for a 3-piece molecular cluster, C12H26N4O7PS3 overall.

## Properties
HOMO energy   -12.911 eV
Lowest unoccupied orbital energy   -3.6 eV
Kohn-Sham gap   9.273 eV
Charge   +1

Last column: Löwdin charge in e.
Atoms and positions in Å:
1 C -3.53560 0.83485 -3.30155  -0.252
2 P -2.22670 -0.47205 -3.11385  0.952
3 O -2.34659 -0.93311 -1.50690  -0.295
4 N -0.61078 0.27738 -3.19385  -0.144
5 N -0.45743 1.60911 -3.15994  0.123
6 C 0.85798 1.82076 -3.19780  -0.295
7 S 1.62617 3.47382 -3.12466  0.684
8 C 2.46879 3.52589 -1.52073  -0.116
9 O 2.52155 3.67418 -4.22897  -0.275
10 O 0.62059 4.51465 -3.11928  -0.306
11 N 1.57634 0.68931 -3.25690  0.235
12 C 0.61555 -0.28416 -3.25227  -0.372
13 N 0.86650 -1.60787 -3.26677  0.163
14 H -3.33534 1.75532 -2.70907  0.044
15 H -4.45344 0.38727 -2.86621  0.062
16 H -3.76643 1.06115 -4.35643  0.054
17 H -1.89601 -0.21265 -1.02274  0.058
18 H -1.16512 2.33852 -3.10426  0.179
19 H 3.54536 3.73984 -1.64075  0.092
20 H 2.38097 2.54161 -1.01651  0.033
21 H 1.96071 4.24784 -0.86085  0.062
22 H 1.04667 -2.09285 -2.38755  0.089
23 H 0.95281 -2.16633 -4.10431  0.125
24 C 1.31983 2.95475 3.95653  -0.211
25 C 0.38841 1.73860 3.90754  -0.204
26 C -0.14143 1.62352 2.47384  -0.215
27 S 1.11527 2.34368 1.41859  0.669
28 O 0.57263 3.53345 0.80261  -0.329
29 O 1.74515 1.29933 0.63844  -0.340
30 C 2.22058 2.83679 2.73149  -0.220
31 H 1.90075 2.98323 4.87748  0.121
32 H 0.73066 3.87350 3.90021  0.123
33 H 0.95148 0.83837 4.16481  0.121
34 H -0.42937 1.82762 4.62195  0.119
35 H -0.30218 0.58530 2.18327  0.078
36 H -1.06008 2.19393 2.33878  0.108
37 H 2.71444 3.77052 2.46815  0.113
38 H 2.95859 2.04413 2.85918  0.114
39 C -1.70442 -5.13183 1.21252  -0.213
40 C -0.67031 -5.02810 2.33883  -0.207
41 C 0.48389 -4.16075 1.82351  -0.212
42 S -0.22770 -3.05669 0.60386  0.676
43 O 0.33142 -3.37551 -0.69331  -0.332
44 O -0.22974 -1.70462 1.11981  -0.341
45 C -1.88657 -3.71268 0.68426  -0.233
46 H -2.64633 -5.55043 1.56495  0.121
47 H -1.32254 -5.77961 0.41944  0.123
48 H -1.12754 -4.55276 3.20992  0.120
49 H -0.31429 -6.00903 2.65158  0.120
50 H 0.93497 -3.57196 2.61953  0.106
51 H 1.24659 -4.76063 1.32853  0.110
52 H -2.34671 -3.67479 -0.30113  0.104
53 H -2.45199 -3.09982 1.38698  0.112